The following is a DFT calculation (ωB97M-V with the def2-TZVPD basis set) of a cluster of 7 separate species, C5H20O8 in total in a non-equilibrium geometry.

Values from the calculation:
- E_tot (Ha) = -804.3362
- orbital gap (Eh) = 0.3633
- spin multiplicity = 1
- SMILES = C=CCCC(=O)O.O.O.O.O.O.O
- energy relative to the best compared isomer or geometry (same formula, charge and spin) (eV) = 0.988
- total charge = 0

```
33
C5H20O8 | the OMol25 dataset | ωB97M-V with the def2-TZVPD basis set
O 1.897 0.352 -1.286
C 2.012 0.826 -0.161
O 3.131 0.706 0.496
C 0.961 1.634 0.428
C -0.255 0.553 0.613
C -1.624 1.144 0.905
C -2.553 0.463 1.575
H 3.744 0.087 -0.079
H 1.278 2.002 1.416
H 0.639 2.421 -0.310
H -0.304 0.071 -0.486
H 0.031 -0.166 1.308
H -1.859 2.192 0.673
H -2.453 -0.464 1.854
H -3.676 0.826 1.434
H 1.352 -0.921 -2.466
H 0.578 -0.294 -3.460
O 0.757 -1.150 -3.169
H -1.013 -2.107 0.388
H -0.168 -3.069 1.274
O -0.212 -2.152 0.942
H 2.456 -2.179 1.245
H 1.466 -1.714 0.132
O 2.447 -1.887 0.365
H -1.064 -1.035 -2.173
H -2.603 -1.207 -2.151
O -1.857 -1.115 -1.572
H 0.143 0.148 2.897
H 0.134 -0.322 4.430
O 0.612 0.153 3.711
H -1.902 1.513 -3.297
H -0.653 2.359 -2.583
O -1.442 2.333 -2.892
```

From a Löwdin analysis of the wavefunction, the atomic charges in e read: 0.03, -0.61, 0.12, -0.04, -0.18, -0.16, 0.00, 0.20, 0.13, 0.14, 0.13, 0.03, 0.11, -0.02, 0.11, -0.01, 0.00, -0.02, 0.05, 0.09, -0.07, 0.01, 0.06, -0.06, 0.03, 0.03, -0.07, -0.04, 0.07, -0.05, 0.11, -0.10, -0.01